56
Properties=species:S:1:pos:R:3:nbo_charge:R:1 method="wB97M-V/def2-TZVPD" spin_multiplicity=2 s2=0.756 homo_energy_ha="-0.3200 / -0.3232" fmax_ev_per_a=1.3
Ti -0.05476 1.08205 0.55579 1.185
O -0.07551 -0.16758 2.31633 -0.940
S 0.07854 1.00877 3.22206 2.416
O -0.61644 0.98147 4.45587 -0.889
O -0.25597 2.13888 2.29263 -0.919
C 1.82734 1.10966 3.57181 -0.359
C 2.15639 1.00033 4.90941 -0.165
C 3.48859 0.98763 5.31510 -0.189
C 4.49327 1.07976 4.38153 -0.186
C 4.18038 1.18885 3.02874 -0.190
C 2.86558 1.20647 2.60735 -0.247
S 2.63288 1.31707 0.84629 2.404
O 3.90675 1.38587 0.22728 -0.895
O 1.68289 2.42990 0.61796 -0.927
O 1.79449 0.11184 0.50610 -0.944
H 1.36395 0.93007 5.64016 0.255
H 3.72788 0.90203 6.36690 0.226
H 5.53057 1.06732 4.69005 0.226
H 4.96249 1.26617 2.28700 0.254
Cl 0.04755 5.60851 -5.22210 0.007
C 0.06462 4.33440 -4.03148 -0.013
C 0.54654 3.08563 -4.37498 -0.244
C 0.55410 2.07436 -3.42800 -0.074
Cl 1.20696 0.53940 -3.87381 0.044
C 0.07673 2.29550 -2.14018 0.312
O 0.03666 1.32084 -1.22058 -0.701
C -0.37375 3.57527 -1.82784 -0.077
Cl -0.90789 3.89499 -0.21050 0.120
C -0.39252 4.59871 -2.75558 -0.246
H 0.92214 2.89650 -5.37044 0.246
H -0.74992 5.58247 -2.48889 0.247
Br -2.48267 0.74512 0.43510 -0.248
Ge -0.47895 -1.57319 -0.23876 1.335
C -0.91161 -1.57518 -2.08849 -0.403
C -1.92939 -0.85041 -2.70806 -0.218
C -2.19011 -1.02726 -4.05905 -0.210
C -1.44175 -1.93167 -4.80349 -0.193
C -0.42740 -2.65524 -4.19692 -0.202
C -0.15419 -2.46939 -2.84683 -0.229
C -1.67788 -2.55666 0.86193 -0.411
C -1.22595 -3.11231 2.05800 -0.206
C -2.06767 -3.90346 2.82785 -0.215
C -3.36703 -4.14462 2.40516 -0.190
C -3.82608 -3.59758 1.21293 -0.203
C -2.98760 -2.80102 0.44738 -0.213
H 0.90864 -2.16686 -0.06632 -0.125
H -2.50935 -0.13367 -2.14468 0.234
H -2.97698 -0.45559 -4.53546 0.218
H -1.64695 -2.06523 -5.85849 0.217
H 0.16446 -3.35268 -4.77610 0.217
H 0.65982 -3.02438 -2.39282 0.219
H -0.21532 -2.92743 2.40087 0.221
H -1.71123 -4.32862 3.75723 0.216
H -4.02465 -4.75914 3.00730 0.215
H -4.83944 -3.79158 0.88438 0.216
H -3.36122 -2.37508 -0.47664 0.221

---

54
Properties=species:S:1:pos:R:3:nbo_charge:R:1 method="wB97M-V/def2-TZVPD" total_charge=+1 spin_multiplicity=2 s2=0.762 homo_energy_ha="-0.4396 / -0.4397" fmax_ev_per_a=1.7
Cr 0.81779 -1.75107 -1.08423 1.107
N 3.65735 1.05185 -2.70363 -0.759
C 2.59856 0.37073 -2.26575 0.323
S 2.74635 -1.39865 -2.20381 -0.038
N 1.50850 0.99139 -1.92939 -0.396
N 0.52982 0.15446 -1.51442 -0.279
C -0.67971 0.62154 -1.46158 0.327
C -1.04236 2.02535 -1.73214 -0.161
C -1.69604 2.37820 -2.90924 -0.185
C -2.04698 3.70115 -3.12741 -0.203
C -1.76599 4.66337 -2.16817 -0.173
C -1.11935 4.31012 -0.99213 -0.221
C -0.75020 2.99285 -0.77533 -0.125
C -1.68207 -0.38903 -1.15465 0.153
C -3.04169 -0.13129 -1.05335 -0.202
C -3.90639 -1.18700 -0.81714 -0.111
C -3.39489 -2.47396 -0.70968 -0.225
C -2.03039 -2.66029 -0.81586 0.088
N -1.18587 -1.64244 -1.01412 -0.475
H 4.46806 0.55636 -3.02750 0.421
H 3.59675 2.04715 -2.84391 0.422
H -1.91134 1.62195 -3.65497 0.221
H -2.53491 3.98328 -4.05073 0.230
H -2.05159 5.69311 -2.33787 0.228
H -0.89594 5.05955 -0.24443 0.224
H -0.24774 2.70198 0.14004 0.213
H -3.39431 0.88339 -1.16996 0.258
H -4.96943 -1.01147 -0.72342 0.246
H -4.03876 -3.32494 -0.54356 0.253
H -1.59364 -3.64744 -0.74388 0.235
O 0.74029 -5.65777 3.10650 -0.657
C 0.82040 -4.47817 3.68161 0.782
O 0.84465 -4.31778 4.86977 -0.549
C 0.86797 -3.28726 2.76200 -0.243
C 0.95765 -1.95699 3.17095 0.194
Cl 1.13256 -1.33553 4.72229 0.168
N 0.94794 -1.16984 2.06667 -0.179
N 0.87707 -1.93595 0.96376 -0.307
C 0.82953 -3.20720 1.36991 0.075
C 0.83247 -4.22125 0.25983 0.788
O 0.72474 -5.41007 0.48909 -0.578
O 0.93514 -3.65902 -0.89861 -0.705
C 1.11419 0.24728 1.98399 0.166
C 0.28719 1.09269 2.71094 -0.227
C 0.49705 2.46042 2.64110 -0.190
C 1.50992 2.97280 1.84144 -0.202
C 2.32173 2.11934 1.10980 -0.178
C 2.13374 0.74917 1.18655 -0.237
H 0.75327 -5.63995 2.11977 0.508
H -0.50857 0.68507 3.31837 0.238
H -0.13153 3.13229 3.20960 0.235
H 1.65952 4.04350 1.79399 0.234
H 3.11417 2.51503 0.48927 0.231
H 2.79531 0.06900 0.66362 0.233

---

54
Properties=species:S:1:pos:R:3:nbo_charge:R:1 method="wB97M-V/def2-TZVPD" homo_energy_ha="-0.2861 / -0.2861" fmax_ev_per_a=1.7
Pt -0.81261 0.15319 -0.74527 1.021
I -6.22818 3.59261 1.96605 0.130
C -5.06112 2.07245 1.10128 -0.155
C -5.19977 1.78597 -0.24752 -0.264
C -4.39294 0.81485 -0.80476 -0.206
I -4.48889 0.34488 -2.84126 0.152
C -3.44085 0.09506 -0.05480 0.360
O -2.65900 -0.82557 -0.60334 -0.754
C -3.36067 0.39681 1.32882 -0.111
C -2.30561 -0.33228 2.11098 -0.247
N -0.97428 0.16550 1.72138 -0.665
C 0.13551 -0.70300 2.07675 -0.257
C 0.02766 -1.96221 1.24490 0.241
C 0.06522 -3.21716 1.82831 -0.245
C -0.09082 -4.34451 1.03718 -0.129
C -0.30649 -4.17989 -0.32137 -0.255
C -0.33447 -2.89923 -0.83617 0.093
N -0.14420 -1.81825 -0.07999 -0.454
C -4.14784 1.38659 1.88571 -0.231
H -5.91106 2.32699 -0.85502 0.239
H -2.47301 -0.23369 3.18996 0.186
H -2.34694 -1.39051 1.84540 0.213
H -0.85164 1.11217 2.05645 0.388
H 1.06582 -0.18571 1.82785 0.225
H 0.15556 -0.97060 3.14016 0.187
H 0.20687 -3.30056 2.89713 0.231
H -0.06368 -5.33392 1.47333 0.229
H -0.44010 -5.02885 -0.97624 0.235
H -0.52329 -2.71856 -1.88581 0.228
H -4.04874 1.62659 2.93769 0.219
O 1.42677 5.48759 -1.70987 -0.667
C 2.44116 4.69198 -1.46538 0.781
O 3.58083 5.07640 -1.38184 -0.588
C 2.11679 3.24022 -1.28854 -0.259
C 3.05231 2.23329 -1.11145 0.175
Cl 4.74015 2.31705 -1.10638 0.126
N 2.39213 1.04953 -1.01415 -0.205
N 1.06608 1.26283 -1.12021 -0.281
C 0.88578 2.56101 -1.28344 0.078
C -0.53332 3.06050 -1.35382 0.785
O -0.72326 4.25563 -1.58650 -0.637
O -1.42459 2.19307 -1.12426 -0.683
C 2.94067 -0.25610 -0.86884 0.186
C 2.55491 -1.24756 -1.75812 -0.230
C 3.11681 -2.50927 -1.65165 -0.194
C 4.05091 -2.77841 -0.66276 -0.200
C 4.41341 -1.78521 0.23534 -0.202
C 3.85878 -0.51950 0.13975 -0.229
H 0.53772 5.01838 -1.66455 0.499
H 1.84279 -1.00839 -2.53759 0.240
H 2.83425 -3.28255 -2.35388 0.222
H 4.50348 -3.75918 -0.59904 0.223
H 5.13720 -1.98869 1.01322 0.225
H 4.13781 0.25826 0.83619 0.233

---

49
Properties=species:S:1:pos:R:3:nbo_charge:R:1 method="wB97M-V/def2-TZVPD" homo_energy_ha=-0.3016 fmax_ev_per_a=4.4
C -1.41340 5.12405 -1.66207 -0.373
C -0.98820 3.87817 -1.32127 -0.192
C -0.69260 3.37914 0.08193 -0.243
N -1.53240 2.10115 0.25708 -0.378
C -0.90684 0.83190 0.04738 0.191
S 0.51191 0.65465 -1.00184 0.318
C 1.37173 -0.48422 0.07018 -0.250
C 1.59415 -1.79974 -0.24566 0.075
C 1.32853 -2.17877 -1.61732 -0.125
C -0.00412 -2.42735 -1.89411 -0.185
C -0.47420 -2.82620 -3.15226 -0.205
C 0.42435 -2.88293 -4.14798 -0.218
C 1.83360 -2.63491 -3.96950 -0.205
C 2.29694 -2.32227 -2.63555 -0.199
C 2.53937 -2.64150 0.65811 -0.032
C 2.79153 -4.04189 0.39604 -0.208
C 3.34915 -4.79181 1.32222 -0.038
Cl 3.41326 -6.57354 1.08568 -0.021
C 3.82314 -4.15357 2.44906 -0.182
C 3.59496 -2.78363 2.77734 -0.232
C 2.87768 -2.07033 1.87200 0.156
N 2.70316 -0.79479 2.18515 -0.560
C 2.02719 0.05334 1.32492 0.638
O 1.79575 1.20717 1.68092 -0.620
N -1.57419 -0.09091 0.58870 -0.307
N -2.54997 0.43887 1.34373 -0.275
C -2.56305 1.70781 1.04780 0.314
C -3.61868 2.57060 1.50006 -0.232
C -3.94736 3.74875 0.93158 -0.239
C -5.04365 4.40371 1.74637 -0.261
C -5.55417 3.58552 2.66944 -0.402
S -4.75405 2.03449 2.74132 0.443
H -1.69585 5.43650 -2.61826 0.201
H -1.69695 5.90606 -0.83837 0.184
H -0.80122 3.30861 -2.15649 0.202
H 0.34639 3.07894 0.02137 0.257
H -0.90669 4.07041 0.87114 0.233
H -0.83888 -2.36155 -1.06000 0.248
H -1.55386 -3.09928 -3.42859 0.229
H 0.09283 -3.17816 -5.15007 0.212
H 2.62456 -2.73182 -4.74416 0.223
H 3.34888 -1.99979 -2.57192 0.224
H 2.50704 -4.62083 -0.53383 0.255
H 4.36891 -4.67949 3.24951 0.229
H 3.73994 -2.35308 3.75502 0.215
H 3.03446 -0.49725 3.12566 0.426
H -3.50889 4.15151 0.00280 0.238
H -5.27278 5.42671 1.60829 0.220
H -6.44739 3.92158 3.33842 0.252